1.
Density functional theory data (ωB97M-V with the def2-TZVPD basis set) for C20H31Cl9FLiNNa2O8P as an isolated structure in a non-equilibrium geometry.

```
! RIJCOSX wB97M-V def2-TZVPD def2/J DEFGRID3
* xyz 0 1
C 3.807 0.019 -2.772
C 3.084 1.392 -2.366
P 1.375 1.643 -3.199
C 1.549 0.890 -4.916
C 1.144 3.531 -3.255
C -0.046 4.221 -2.990
C -1.491 3.724 -2.603
C -1.919 2.312 -3.238
C -2.078 1.263 -2.010
N -3.513 1.318 -1.541
C 0.315 5.764 -3.136
O -0.443 6.583 -2.623
O 1.545 5.923 -3.840
C 2.230 4.690 -3.616
O 3.513 4.652 -3.752
H 3.055 -0.797 -3.001
H 4.513 -0.239 -1.909
H 4.472 0.212 -3.682
H 3.767 2.253 -2.760
H 2.988 1.544 -1.195
H 2.412 1.302 -5.531
H 0.549 0.970 -5.467
H 1.725 -0.231 -4.756
H -1.642 3.772 -1.460
H -2.228 4.514 -3.030
H -1.226 1.950 -4.059
H -2.967 2.375 -3.713
H -1.444 1.638 -1.147
H -1.740 0.212 -2.265
H -4.070 0.757 -2.204
H -3.815 2.295 -1.717
C 2.423 2.184 1.689
O 2.278 1.488 0.547
H 1.729 1.942 2.518
H 3.405 2.111 2.206
H 2.299 3.289 1.630
Na 3.596 3.420 -1.793
Na -3.748 4.830 -2.435
C -1.831 1.075 2.802
Cl -2.969 2.408 2.515
Cl -1.313 0.358 1.268
Cl -0.434 1.640 3.722
H -2.343 0.303 3.392
C -1.979 -4.556 -2.710
C -1.143 -3.359 -3.037
O -2.093 -2.447 -3.565
C -3.269 -2.751 -2.964
O -4.227 -2.030 -2.958
O -3.229 -3.971 -2.363
F -0.203 -3.670 -4.002
H -2.112 -5.221 -3.567
H -1.575 -5.133 -1.877
H -0.645 -2.906 -2.175
Cl -2.102 -0.268 5.282
C -2.547 -3.946 8.539
C -2.976 -5.083 7.640
C -2.795 -4.476 6.263
O -1.716 -3.535 6.365
C -1.416 -3.325 7.737
H -2.238 -4.266 9.537
H -3.366 -3.228 8.647
H -2.298 -5.933 7.767
H -3.994 -5.429 7.824
H -3.688 -3.929 5.948
H -2.558 -5.223 5.504
H -0.461 -3.819 7.950
H -1.307 -2.254 7.926
Li -0.911 -1.169 8.900
C 7.795 -0.213 -0.263
Cl 6.134 0.138 0.249
Cl 8.051 -1.969 -0.284
Cl 8.065 0.445 -1.892
Cl 8.936 0.537 0.873
Cl -0.643 -2.511 -5.599
*
```

Calculated values
- HOMO: -4.4 eV
- Orbital gap: 1.748 eV

---

2.
Density functional theory data (ωB97M-V with the def2-TZVPD basis set) for C23H25AsCl3F3GeInN3O5S as an isolated structure.

```
! RIJCOSX wB97M-V def2-TZVPD def2/J DEFGRID3
* xyz 1 2
In -0.155 0.394 0.206
O 6.674 2.291 0.580
C 6.444 1.109 0.679
O 6.906 0.016 0.892
C 4.775 0.907 0.371
C 4.005 2.024 0.157
C 2.653 1.806 -0.074
N 2.140 0.579 -0.070
C 2.910 -0.492 0.095
C 4.273 -0.372 0.330
C 2.213 -1.800 0.062
C 2.886 -3.009 0.099
C 2.154 -4.182 0.154
C 0.772 -4.110 0.181
C 0.181 -2.863 0.125
N 0.879 -1.737 0.040
C 1.720 2.890 -0.455
C 2.029 4.233 -0.341
C 1.131 5.168 -0.834
C -0.032 4.730 -1.439
C -0.282 3.369 -1.480
N 0.563 2.468 -0.982
H 4.441 3.009 0.146
H 4.912 -1.222 0.500
H 3.965 -3.040 0.098
H 2.659 -5.138 0.193
H 0.157 -4.994 0.260
H -0.890 -2.761 0.187
H 2.945 4.552 0.134
H 1.342 6.224 -0.744
H -0.756 5.421 -1.847
H -1.201 2.989 -1.903
Cl -3.171 1.274 2.678
Ge -1.682 2.226 1.419
Cl -2.953 3.593 0.266
Cl -0.573 3.626 2.630
F -0.606 -1.312 5.163
C 0.040 -0.249 4.696
F 1.119 -0.026 5.435
F -0.756 0.809 4.748
S 0.554 -0.575 2.960
O -0.686 -0.929 2.249
O 1.543 -1.608 3.033
O 1.011 0.717 2.431
C -3.203 -2.885 0.963
C -3.669 -1.692 0.144
As -2.363 -0.755 -0.971
C -3.463 0.665 -1.730
C -4.748 0.197 -2.401
C -1.998 -1.913 -2.502
C -0.844 -1.375 -3.339
H -4.051 -3.277 1.526
H -2.434 -2.605 1.682
H -2.841 -3.700 0.333
H -4.076 -0.914 0.793
H -4.453 -1.982 -0.557
H -2.827 1.210 -2.433
H -3.684 1.353 -0.916
H -4.563 -0.499 -3.220
H -5.272 1.057 -2.817
H -5.424 -0.278 -1.691
H -2.918 -1.978 -3.083
H -1.788 -2.916 -2.128
H -1.053 -0.370 -3.712
H -0.665 -2.013 -4.204
H 0.082 -1.335 -2.761
*
```

Calculated values
- HOMO (spin up / spin down): -11.6 / -11.6 eV
- Expectation value of S²: 0.7580
- Orbital gap (spin up / spin down): 7.479 / 5.229 eV
- Energy above the lowest of the compared OMol25 structures with the same formula, charge and spin: 0.0 kcal/mol